28
Properties=species:S:1:pos:R:3:forces:R:3:mulliken_charge:R:1 method="wB97M-V/def2-TZVPD" charge=+1 orbital_gap_ha="0.4047 / 0.2469" energy_ha=-594.16295 s2=0.75 de_lowest_kcal_mol=36.67 spin_multiplicity=2
C 0.7309 -1.7861 0.6629 0.94 0.21 0.36 -0.80
N 0.3207 -0.3945 0.8462 -1.80 -0.63 -2.02 0.28
C -1.0643 -0.1938 1.3669 0.73 -0.55 0.50 -0.39
C -1.8569 0.5115 0.2768 -0.58 0.02 0.20 -0.77
C -0.8348 1.2196 -0.6014 1.23 0.03 2.19 -0.50
C 0.5053 0.4447 -0.3471 -1.34 0.44 0.40 -0.70
C 1.6434 1.4950 -0.2030 1.28 -0.55 -1.09 -0.20
O 1.5309 2.5760 -0.6808 -0.34 0.13 0.27 -0.40
H -0.1285 -2.2764 0.2034 -0.08 -0.26 0.18 0.26
H 1.0216 -2.2627 1.5964 -0.37 -0.01 0.18 0.36
H 1.5731 -1.8605 -0.0192 0.07 0.19 -0.01 0.41
H -0.9432 0.3416 2.3108 -0.28 0.33 -0.08 0.20
H -1.5026 -1.1567 1.6253 0.26 -0.11 0.11 0.38
H -2.5065 1.1879 0.8331 -0.16 0.26 -0.55 0.36
H -2.5122 -0.1645 -0.2716 0.13 -0.23 0.09 0.30
H -0.6354 2.1440 -0.0668 -0.28 0.61 -0.67 0.34
H -1.0302 1.4033 -1.6487 -0.26 -0.11 -0.02 0.41
H 0.6688 -0.2633 -1.1529 0.87 0.12 -0.10 0.95
H 2.6132 1.1532 0.1958 -0.16 -0.10 0.33 0.52
H 0.7131 1.5816 3.5858 0.14 0.09 -0.01 0.34
H 1.2481 1.3022 2.1687 -0.07 0.14 0.13 0.28
O 1.5196 1.5439 3.0565 -0.02 -0.14 0.07 -0.64
H -1.8887 -2.1078 -1.1525 -0.49 0.18 -0.06 0.26
H -1.6869 -3.4253 -1.7719 -0.48 -0.37 -0.20 0.34
O -2.4073 -2.8729 -1.4335 0.98 0.19 0.18 -0.61
H 2.2644 0.7706 -3.5607 0.17 -0.20 0.00 0.32
H 0.9083 0.7914 -2.9138 0.00 0.04 -0.24 0.30
O 1.7362 0.2982 -2.9048 -0.09 0.26 -0.12 -0.60